[1]
{"formula": "C19H58O13", "method": "ωB97M-V/def2-TZVPD", "multiplicity": 1, "e_tot_ha": -1736.6736, "symbols": ["C", "C", "O", "C", "H", "H", "H", "H", "H", "H", "C", "C", "O", "C", "H", "H", "H", "H", "H", "H", "C", "C", "O", "C", "H", "H", "H", "H", "H", "H", "C", "O", "H", "H", "H", "H", "C", "O", "H", "H", "H", "H", "C", "O", "H", "H", "H", "H", "C", "O", "H", "H", "H", "H", "C", "O", "H", "H", "H", "H", "C", "O", "H", "H", "H", "H", "C", "O", "H", "H", "H", "H", "C", "O", "H", "H", "H", "H", "C", "O", "H", "H", "H", "H", "C", "O", "H", "H", "H", "H"], "coordinates": [[-5.084954, 3.176917, -0.218359], [-3.782954, 3.646295, -0.765640], [-3.483726, 4.821971, -0.687861], [-2.795891, 2.694043, -1.517047], [-5.847870, 3.039774, -1.026618], [-5.518626, 3.899074, 0.515010], [-4.907625, 2.171553, 0.201953], [-1.968317, 2.518213, -0.816235], [-2.419918, 3.202267, -2.413319], [-3.345684, 1.808410, -1.857026], [-0.950273, -4.818763, 3.552078], [-0.270760, -3.865896, 2.620133], [0.741521, -3.305691, 2.951635], [-1.011312, -3.616994, 1.286704], [-0.695276, -5.859572, 3.376207], [-2.042625, -4.713915, 3.431665], [-0.635799, -4.563999, 4.575305], [-1.931763, -3.084500, 1.495209], [-1.277277, -4.610008, 0.891033], [-0.339046, -3.179159, 0.573256], [1.038585, 2.274734, -4.709961], [1.518382, 1.300449, -3.672091], [0.792510, 0.734296, -2.896122], [3.012321, 1.104733, -3.579942], [0.852172, 1.732073, -5.654864], [1.683770, 3.107502, -4.941465], [0.012542, 2.634256, -4.437600], [3.523497, 0.880224, -4.519861], [3.216890, 0.327600, -2.846088], [3.385732, 2.104195, -3.327901], [1.679126, -2.648155, -2.273738], [0.916109, -3.348381, -1.347262], [2.736150, -2.811222, -2.020626], [1.619805, -3.088310, -3.264436], [1.439947, -1.588077, -2.301612], [-0.015024, -3.168375, -1.571298], [-2.482528, -4.115823, -2.419166], [-1.794236, -3.000287, -1.812747], [-2.886273, -4.744957, -1.632165], [-3.263498, -3.776348, -3.130173], [-1.790442, -4.744634, -3.006418], [-2.480518, -2.588728, -1.251642], [4.888100, -0.054291, -0.199816], [4.286384, 0.154613, 1.020574], [4.208875, 0.109783, -1.041454], [5.646227, 0.651349, -0.334239], [5.170356, -1.121178, -0.278800], [3.754463, -0.640810, 1.246369], [3.668609, -3.305413, 1.233100], [3.085971, -2.125968, 1.721062], [4.560020, -3.003112, 0.658553], [4.104594, -3.890898, 2.075680], [2.946988, -3.868739, 0.659366], [2.212114, -2.347169, 2.033954], [-2.978077, 1.484844, 2.012893], [-2.719517, 0.536778, 0.958323], [-2.865864, 0.985693, 3.018459], [-2.246083, 2.299638, 1.972439], [-3.947934, 1.940628, 1.843804], [-1.849529, 0.761862, 0.511488], [0.294978, 4.576800, 1.288824], [1.550147, 5.078073, 1.864297], [0.032247, 4.997841, 0.287557], [0.351359, 3.520195, 1.007201], [-0.482420, 4.661188, 2.055745], [2.143233, 4.324568, 1.935485], [0.368621, 1.873142, 3.776050], [-0.423821, 0.799099, 4.159752], [1.258405, 1.488779, 3.275078], [-0.120409, 2.558402, 3.102058], [0.723915, 2.399631, 4.673700], [0.108634, 0.056807, 4.479860], [-4.558213, -1.375850, -0.923902], [-3.567445, -1.891534, -0.089034], [-5.106581, -0.553539, -0.440365], [-4.066627, -0.991130, -1.827547], [-5.237737, -2.177819, -1.221137], [-3.195552, -1.195773, 0.440031], [0.637047, 0.075132, 0.322923], [-0.174383, 1.083563, -0.275223], [1.644855, 0.414937, 0.263668], [0.346150, -0.014671, 1.376800], [0.521296, -0.961862, -0.069762], [-0.098262, 1.014966, -1.237539], [3.390428, 2.790458, 0.172094], [2.813178, 2.598852, 1.493039], [4.493671, 2.838483, 0.221196], [3.079508, 1.980478, -0.482366], [3.002771, 3.731912, -0.207113], [3.198468, 1.794478, 1.915973]], "forces_ev_per_angstrom": [[-0.9638, -0.8093, 0.1541], [1.0682, 1.2122, -1.2662], [-0.0004, -0.3641, 0.1979], [-1.2866, 0.6241, 0.3779], [0.7358, 0.1317, 0.3929], [0.5829, -0.6539, -0.5174], [-0.4522, 0.3997, 0.0049], [-0.2577, -0.3565, -0.4171], [-0.0488, 0.1208, 0.3915], [0.5221, -0.1989, 0.4013], [-0.5406, 0.3141, 0.7913], [-1.2367, -0.1080, -0.9722], [0.8024, 0.4703, -0.1578], [0.9747, -1.3364, 1.0231], [0.1374, -0.0900, -0.2739], [0.4057, -0.1418, 0.2015], [-0.2488, -0.1779, -0.2838], [-0.0623, 0.2754, -0.1646], [-0.1447, 0.2617, 0.0857], [0.0129, 0.6129, -0.1965], [-2.1620, -0.2627, -0.3508], [1.1758, 0.3103, -0.4979], [-0.7055, -0.1145, 0.1691], [-0.1209, 0.2110, -0.2697], [0.3482, 0.0173, 0.2899], [0.3724, 0.1132, 0.1885], [0.9513, -0.1180, -0.0252], [-0.3783, -0.1315, -0.1132], [0.2027, 0.3036, 0.0485], [0.2591, -0.2517, 0.4690], [1.3029, -0.2700, -0.2722], [-0.6377, -0.1781, 0.4059], [-0.1321, 0.4056, 0.2322], [-0.4039, 0.0661, -0.4892], [0.0764, 0.1683, -0.0738], [-0.1298, -0.2079, 0.2308], [0.5009, 0.2437, -0.4444], [-0.5876, -0.7601, -0.8618], [-0.3721, -0.1359, 0.0063], [0.2238, -0.1279, 0.5293], [0.0032, 0.4959, 0.3510], [0.4370, 0.2387, 0.4064], [-1.2673, -1.7579, -0.8533], [-0.7693, 0.1636, 1.2947], [-0.3025, 0.0236, -0.0684], [1.6837, 0.6924, -0.0994], [0.6390, 0.5948, -0.1936], [0.1739, 0.2690, 0.0831], [1.4817, -0.1552, 0.7022], [0.1060, 0.5858, -0.0742], [-0.5556, -0.2576, -0.2186], [-0.5807, 0.0151, -0.4624], [0.0704, -0.3325, -0.3165], [-0.7859, -0.0928, 0.4177], [0.9032, -0.5648, 0.4675], [0.9104, 0.4224, -0.2982], [-0.3536, 0.5653, -1.0427], [-0.0085, -0.1199, 0.0279], [-0.1804, -0.2182, 0.3937], [-0.9886, -0.2323, 0.5336], [0.9111, -0.3341, -0.1954], [-1.5198, -0.1005, -0.9420], [0.1671, 0.6308, 1.0959], [0.3678, -0.1898, 0.4692], [-0.1146, 0.3722, -0.4659], [0.0735, -0.3624, 0.0216], [1.8689, -0.0161, 0.6627], [-1.3532, -1.1334, 0.1251], [0.1159, 0.2853, -0.2676], [-0.4689, -0.0295, -0.0406], [-0.1132, 0.3043, -0.2760], [-0.0554, 0.5046, -0.1823], [-0.2072, 0.7403, -0.6236], [-0.0417, -1.6036, 0.1222], [0.0133, -0.3006, -0.1754], [-0.3617, 0.1477, -0.1028], [-0.0080, 0.0993, 0.1693], [0.3938, 1.1505, 0.5770], [-0.5914, -0.6666, 0.4484], [-0.7153, -0.3933, 0.1096], [1.0121, -0.1532, 0.0700], [0.0619, 0.3052, -0.1110], [0.0086, 0.8208, -0.2971], [0.1062, -0.0624, 0.0167], [0.0274, -0.2896, 1.1311], [0.6098, -0.2896, -0.2954], [-0.4787, -0.0346, -0.0424], [0.0399, -0.0577, -0.1578], [-0.0448, 0.0855, 0.0766], [-0.1031, 0.7680, -0.9147]]}

=====

[2]
{"formula": "C3H8IP", "method": "ωB97M-V/def2-TZVPD", "multiplicity": 1, "e_tot_ha": -758.0226, "symbols": ["C", "C", "C", "P", "I", "H", "H", "H", "H", "H", "H", "H", "H"], "coordinates": [[1.117785, -0.542334, -1.069847], [1.137858, -0.618312, 0.432111], [0.131143, 0.261502, 1.093467], [-3.301893, 1.862916, -0.510125], [-3.154032, -0.526857, -0.270127], [1.002219, 0.550805, -1.427669], [2.091884, -0.917447, -1.334191], [0.367299, -1.087497, -1.543563], [1.088818, -1.670949, 0.862477], [2.180524, -0.238084, 0.787586], [0.301575, 0.480556, 2.103820], [-0.789486, 0.532721, 0.656080], [-2.173689, 1.912978, 0.219984]], "forces_ev_per_angstrom": [[1.2112, 2.2337, 0.1651], [0.8962, 0.6192, 1.6925], [1.0283, -0.8577, -0.3726], [-1.2871, -0.4180, -0.8128], [-0.4928, -0.2345, -0.2567], [0.3847, -1.6545, 0.6169], [0.2614, -0.0789, -0.9475], [-1.3260, -1.0922, -0.6601], [-0.0302, 0.9272, -0.7237], [-1.5551, -0.6522, -0.4888], [-0.0272, 0.4276, 1.3063], [-0.5205, 0.1788, -0.4459], [1.4569, 0.6017, 0.9273]]}